C8H10O3P | ωB97M-V with the def2-TZVPD basis set

* calculated total energy: -877.9628 hartree
* SMILES: Cc1cc(P([O-])O)cc(C)c1O
* F_max: 3.6 eV Å⁻¹
* charge: -1

Each line ends with the natural charge from an NBO analysis.
Geometry (Å):
C: 0.94845 2.45125 -0.23860  -0.633
C: 0.50299 1.05721 -0.13594  -0.108
C: -0.86987 0.82622 -0.17189  -0.156
C: -1.42095 -0.46827 -0.00100  -0.347
P: -3.31287 -0.39922 0.07156  1.273
O: -3.55662 0.93565 0.77929  -1.207
O: -3.58237 0.05170 -1.59249  -1.045
C: -0.54031 -1.43384 0.33489  -0.217
C: 0.86072 -1.39462 0.25503  -0.090
C: 1.50410 -2.68950 0.68194  -0.616
C: 1.37892 -0.06013 0.12149  0.294
O: 2.81123 0.26276 0.10374  -0.738
H: 1.50637 2.62344 0.72872  0.217
H: 1.63916 2.63753 -1.07392  0.186
H: 0.11505 3.15994 -0.40546  0.225
H: -1.31136 1.77186 -0.54011  0.201
H: -3.63215 1.05424 -1.38611  0.468
H: -1.03432 -2.31654 0.70339  0.191
H: 0.86006 -3.14628 1.40062  0.214
H: 1.64261 -3.35516 -0.15769  0.206
H: 2.49372 -2.58231 0.99663  0.211
H: 2.99743 1.01408 -0.47409  0.471

C18H19NO3S | ωB97M-V with the def2-TZVPD basis set

* calculated total energy: -1375.9852 hartree
* SMILES: O=C(CS(=O)(=O)Cc1ccccc1)N1CCc2ccccc2C1
* F_max: 1.1 eV Å⁻¹
* charge: 0

Each line ends with the natural charge from an NBO analysis.
Geometry (Å):
O: 1.05604 0.13222 -1.58598  -0.641
C: 0.83859 -0.14675 -0.41464  0.664
C: 0.30435 -1.51075 -0.06439  -0.735
S: -1.53252 -1.41202 -0.09521  2.150
O: -1.93629 -0.46734 0.91470  -0.960
O: -2.02703 -2.75391 0.03329  -0.931
C: -1.95113 -0.72895 -1.74651  -0.683
C: -3.12286 -1.48721 -2.25539  0.049
C: -2.98523 -2.42452 -3.27052  -0.224
C: -4.07720 -3.16189 -3.69365  -0.202
C: -5.31263 -2.97732 -3.09793  -0.209
C: -5.45420 -2.05180 -2.07684  -0.188
C: -4.36544 -1.31087 -1.65675  -0.230
N: 1.00804 0.74222 0.57622  -0.414
C: 0.76843 0.55063 1.98694  -0.211
C: 2.11213 0.37657 2.69210  -0.433
C: 3.03148 1.51619 2.34046  -0.017
C: 4.12212 1.80962 3.15063  -0.191
C: 4.97832 2.84878 2.84118  -0.210
C: 4.74878 3.61406 1.70948  -0.209
C: 3.66883 3.32868 0.89654  -0.189
C: 2.80659 2.28136 1.19920  -0.042
C: 1.63689 2.01292 0.28655  -0.245
H: 0.56610 -2.22058 -0.84387  0.266
H: 0.59177 -1.89293 0.90826  0.255
H: -1.06727 -0.83335 -2.36903  0.268
H: -2.16378 0.32073 -1.56407  0.258
H: -2.02042 -2.57398 -3.73332  0.210
H: -3.96113 -3.88655 -4.48597  0.215
H: -6.16297 -3.55722 -3.42460  0.214
H: -6.41481 -1.91159 -1.60402  0.214
H: -4.46676 -0.59801 -0.85173  0.219
H: 0.09182 -0.28192 2.16369  0.235
H: 0.27465 1.45421 2.35931  0.207
H: 1.96818 0.33066 3.77287  0.222
H: 2.57332 -0.56541 2.37721  0.212
H: 4.29509 1.21224 4.03442  0.208
H: 5.82107 3.06341 3.48087  0.214
H: 5.41167 4.42897 1.46079  0.215
H: 3.48640 3.91989 0.01089  0.210
H: 1.96325 1.99257 -0.75667  0.257
H: 0.89775 2.81892 0.39550  0.205

C5H4N2 | ωB97M-V with the def2-TZVPD basis set

* calculated total energy: -302.2999 hartree
* F_max: 0.9 eV Å⁻¹
* charge: 0

Each line ends with the natural charge from an NBO analysis.
Geometry (Å):
C: 1.08198 -0.87499 2.70592  -0.189
C: 0.63573 -0.32876 1.72636  -0.100
C: -0.00793 0.24846 0.61019  -0.121
N: 0.49417 0.13152 -0.61131  -0.337
C: -0.12164 0.33180 -1.79394  -0.275
C: -1.52172 0.45866 -1.79616  0.212
N: -2.68148 0.51364 -1.72305  -0.328
H: 1.44112 -1.39240 3.56914  0.240
H: -0.99637 0.68540 0.69939  0.238
H: 1.46038 -0.18282 -0.66917  0.426
H: 0.46371 0.30607 -2.69848  0.234

C3H2O3 | ωB97M-V with the def2-TZVPD basis set

* calculated total energy: -341.1726 hartree
* SMILES: O=CC(=O)C=O
* F_max: 0.9 eV Å⁻¹
* charge: 0

Each line ends with the natural charge from an NBO analysis.
Geometry (Å):
O: -0.05418 1.76294 1.31162  -0.461
C: -0.01911 0.56004 1.31077  0.359
C: 0.33921 -0.24923 0.03347  0.387
O: 1.36776 -0.88757 0.08385  -0.461
C: -0.39806 -0.29085 -1.32766  0.358
O: -1.50275 -0.73767 -1.49136  -0.458
H: -0.05304 -0.06909 2.22842  0.140
H: 0.32018 -0.08857 -2.14912  0.137

C26H25F6N2O16S2Sr | ωB97M-V with the def2-TZVPD basis set

* calculated total energy: -3745.3222 hartree
* F_max: 4.1 eV Å⁻¹
* charge: -3

Each line ends with the Löwdin charge.
Geometry (Å):
Sr: -8.16023 4.66299 -17.00836  1.528
C: -6.84820 1.62539 -21.60313  -0.036
C: -6.63993 2.66230 -22.59583  -0.383
C: -7.41869 4.00294 -22.40328  -0.364
O: -7.24109 4.83926 -23.28311  0.009
C: -8.23601 4.15279 -21.22416  0.008
C: -8.41531 3.11094 -20.34664  -0.360
C: -7.81285 1.79446 -20.62217  -0.430
O: -8.16958 0.74629 -19.97232  -0.106
O: -8.92090 3.41842 -19.18228  -0.199
O: -5.90702 2.49336 -23.57762  -0.049
H: -6.38851 0.66809 -21.80421  0.084
H: -8.52950 5.16963 -21.00812  0.091
C: -10.15022 7.21760 -20.31829  -0.039
C: -11.14828 7.32822 -21.34907  -0.365
C: -12.62770 6.97938 -20.95626  -0.380
O: -13.57815 7.06815 -21.73958  -0.059
C: -12.85234 6.37461 -19.65662  -0.035
C: -11.84487 6.28313 -18.71159  -0.398
C: -10.41543 6.67044 -19.08084  -0.370
O: -9.44742 6.68153 -18.22963  -0.208
O: -12.07999 5.64405 -17.62376  -0.101
O: -10.83768 7.65793 -22.49754  -0.016
H: -9.20958 7.67034 -20.60232  0.096
H: -13.79434 5.89419 -19.43913  0.085
C: -8.89905 7.85567 -14.19040  -0.677
F: -8.96896 8.25946 -15.44629  0.171
F: -7.81730 8.30922 -13.58928  0.138
F: -9.91599 8.41834 -13.52444  0.129
S: -9.08176 5.98586 -14.10699  0.701
O: -9.52171 5.68856 -12.76109  -0.274
O: -10.07983 5.70323 -15.11896  -0.303
N: -7.48508 5.42325 -14.74864  -0.386
S: -6.84331 5.02157 -13.36395  0.548
O: -6.57828 6.17004 -12.51348  -0.311
O: -7.45059 3.87706 -12.71969  -0.311
C: -5.11077 4.36045 -13.91286  -0.659
F: -4.28582 4.54945 -12.89728  0.141
F: -5.22003 3.06969 -14.15325  0.152
F: -4.66726 5.01827 -14.98061  0.128
C: -10.90700 0.72316 -17.41962  -0.065
O: -11.82247 1.19402 -16.39532  -0.188
C: -11.31163 1.62337 -15.13676  -0.211
C: -10.42752 2.84159 -15.09927  -0.204
N: -9.24846 2.79773 -15.94005  -0.185
C: -8.11971 1.92656 -15.46148  -0.166
C: -7.09606 1.51869 -16.55684  -0.200
O: -6.45314 2.57969 -17.28949  -0.254
C: -5.45979 2.05954 -18.16447  -0.082
H: -9.99521 0.30652 -16.98199  0.080
H: -10.65737 1.53113 -18.11184  0.091
H: -11.40395 -0.08629 -17.94956  0.087
H: -10.83720 0.70806 -14.74198  0.110
H: -12.20744 1.77088 -14.52996  0.121
H: -10.11131 3.14739 -14.09618  0.121
H: -11.02914 3.67420 -15.47625  0.118
H: -9.64229 2.28875 -16.71761  0.055
H: -8.48803 1.00468 -14.99767  0.116
H: -7.62964 2.40739 -14.61485  0.077
H: -7.44313 0.69153 -17.18565  0.116
H: -6.41117 0.88693 -15.96700  0.117
H: -4.44762 1.89509 -17.78502  0.084
H: -5.41314 2.74015 -19.01571  0.095
H: -5.83132 1.12490 -18.59387  0.087
C: -6.13675 6.34426 -19.59772  0.035
C: -5.44482 6.78855 -20.71284  0.035
C: -4.06989 6.57400 -20.76467  -0.315
C: -3.30773 6.08896 -19.71826  -0.030
C: -4.00615 5.83622 -18.50810  -0.021
C: -5.38419 6.08007 -18.46383  -0.296
O: -6.04986 5.83758 -17.27178  -0.145
O: -3.49091 7.01653 -21.93498  0.030
H: -7.21888 6.33635 -19.50136  0.105
H: -6.00143 7.13982 -21.57049  0.134
H: -2.23241 6.11978 -19.60301  0.098
H: -3.46366 5.51370 -17.62923  0.102
H: -5.51813 6.12773 -16.52961  0.076
H: -2.53772 6.91106 -21.86314  0.086

What did the first record say?
C8H10O3P | ωB97M-V with the def2-TZVPD basis set

* calculated total energy: -877.9628 hartree
* SMILES: Cc1cc(P([O-])O)cc(C)c1O
* F_max: 3.6 eV Å⁻¹
* charge: -1

Each line ends with the natural charge from an NBO analysis.
Geometry (Å):
C: 0.94845 2.45125 -0.23860  -0.633
C: 0.50299 1.05721 -0.13594  -0.108
C: -0.86987 0.82622 -0.17189  -0.156
C: -1.42095 -0.46827 -0.00100  -0.347
P: -3.31287 -0.39922 0.07156  1.273
O: -3.55662 0.93565 0.77929  -1.207
O: -3.58237 0.05170 -1.59249  -1.045
C: -0.54031 -1.43384 0.33489  -0.217
C: 0.86072 -1.39462 0.25503  -0.090
C: 1.50410 -2.68950 0.68194  -0.616
C: 1.37892 -0.06013 0.12149  0.294
O: 2.81123 0.26276 0.10374  -0.738
H: 1.50637 2.62344 0.72872  0.217
H: 1.63916 2.63753 -1.07392  0.186
H: 0.11505 3.15994 -0.40546  0.225
H: -1.31136 1.77186 -0.54011  0.201
H: -3.63215 1.05424 -1.38611  0.468
H: -1.03432 -2.31654 0.70339  0.191
H: 0.86006 -3.14628 1.40062  0.214
H: 1.64261 -3.35516 -0.15769  0.206
H: 2.49372 -2.58231 0.99663  0.211
H: 2.99743 1.01408 -0.47409  0.471